The following is a DFT calculation (the ωB97M-V functional and the def2-TZVPD basis) of 2 unconnected molecules or ions with the total composition C2H5NO.

The calculation puts the orbital gap at 11.179 eV. Its multiplicity is 1. As for the largest force on an atom: 0.014 hartree/bohr. The calculation puts the electronic energy at -5691.581 eV. For the energy above the lowest of the compared OMol25 structures with the same formula, charge and spin, the calculation gives 38.0 kcal per mole. Its HOMO energy is -10.45 eV. As for the structure (SMILES): CN=C=O.[H][H].

Each line ends with the Mulliken charge.
Positions of all 9 atoms, in Å:
C 0.485 0.924 0.551  -0.665
C 0.914 -0.795 -1.142  0.556
O 1.454 -1.442 -1.961  -0.460
N 0.264 -0.205 -0.317  -0.235
H 1.332 0.738 1.218  0.309
H -0.407 1.091 1.159  0.197
H 0.682 1.827 -0.034  0.304
H -2.634 -1.397 0.093  0.205
H -2.037 -0.989 0.271  -0.211